This record from the OMol25 dataset describes a cluster of 5 separate species, C18H39F2N5O7S in total. The level of theory is the ωB97M-V functional and the def2-TZVPD basis.

Properties
**Gap between HOMO and LUMO**: 9.21 eV
**Structure (SMILES)**: CCCCN(CC(=O)F)S(=O)(=O)F.CNC(C)=O.CNC(C)=O.CNC(C)=O.CNC(C)=O
**LUMO energy**: 0.5 eV

```
72
C18H39F2N5O7S, DFT the ωB97M-V functional and the def2-TZVPD basis
H 1.4189 -1.4102 -3.1553
N -2.2586 1.3387 -1.0184
C -1.7104 2.2232 -0.0168
H 4.3673 2.5654 1.4507
H 3.8426 -0.3294 -3.3138
C 3.8414 -1.8440 4.5708
C 2.3372 3.1102 0.0966
H 4.0881 -2.5397 2.5475
O 1.3616 0.9821 -0.4252
H -1.1203 -3.7149 -1.9394
H 5.3396 -3.9353 3.8651
N 4.1380 -2.9702 5.2743
C -7.1462 2.9268 0.8818
H -8.2941 2.1516 -0.7715
H 4.3752 -5.0181 4.8681
H 4.3477 1.1878 2.5531
C 3.8569 -1.4149 -3.4356
C 4.9559 -4.0941 4.8675
H 5.8047 -4.2216 5.5416
H -9.7317 2.2881 1.0201
F 3.2412 -2.6839 0.0175
H 5.3098 1.1236 1.0686
H 3.1316 -0.0657 0.7631
H 2.2967 3.5228 1.1052
O 3.1321 -0.9764 5.0497
H 5.5175 -1.7341 3.2182
O -3.5750 0.5484 -2.6089
C 4.4275 -1.7214 3.1831
N 3.2382 0.9372 0.7897
H -1.6960 1.7247 0.9541
H 1.4452 -3.9205 -2.2230
C 4.3744 1.4813 1.5025
H -7.7995 4.1890 2.2734
C -4.1835 2.7008 -1.7069
H -10.1573 3.9398 1.4682
H 4.8958 -1.7415 -3.5046
H -6.6565 1.4955 -0.6113
H -4.9958 2.6255 -2.4249
H 1.4939 3.4853 -0.4750
N -8.1236 3.4531 1.6656
N 3.2093 -2.1441 -2.3234
H -2.2277 -1.6645 -2.2481
H 1.6133 -1.0184 -1.4655
H -9.7947 2.7446 2.7224
C -7.5376 1.8132 -0.0626
C 3.1890 -1.8259 -4.7311
S 4.0599 -1.7795 -0.9591
C -3.3385 1.4597 -1.8268
H -1.7632 0.4731 -1.1620
H -0.9352 -0.9809 -3.2116
H 3.7190 -2.9937 6.1906
H -2.2850 3.1402 0.0816
O 3.1490 -2.8991 -5.2035
H -0.4437 -3.3116 -3.5007
C 2.2606 1.6001 0.1255
H 3.2609 3.4436 -0.3774
H 0.8350 -3.1406 -0.7601
H -0.6835 2.4626 -0.2888
H -0.7457 -1.0836 -1.4644
O -6.0023 3.3472 0.9536
H -4.5931 2.7976 -0.6990
F 2.6176 -0.7656 -5.3505
O 3.8743 -0.4366 -0.5248
C -9.5241 3.0883 1.7227
C -0.4961 -2.9849 -2.4591
C -1.1464 -1.6022 -2.3406
H -7.9360 0.9606 0.4883
C 0.9096 -3.0469 -1.8447
H 4.1002 -0.7805 2.7518
H -3.5969 3.5935 -1.9294
C 1.7531 -1.8160 -2.2003
O 5.3680 -2.3150 -1.0684
```

These are the Mulliken partial charges, in e, on atoms 1 to 6:
1. H 0.390
2. N 0.113
3. C -0.761
4. H 0.410
5. H 0.373
6. C 0.609

---

This record from the OMol25 dataset describes an isolated molecule of C16H15ClN2O4S2. The level of theory is the ωB97M-V functional and the def2-TZVPD basis.

Properties
**Gap between HOMO and LUMO**: 9.06 eV
**ΔE to the lowest compared entry with this formula, charge and spin**: 2.7 kJ/mol
**Structure (SMILES)**: CC(=O)NS(=O)(=O)c1ccc(NC(=O)CSc2ccc(Cl)cc2)cc1
**LUMO energy**: 0.3 eV

```
40
C16H15ClN2O4S2, DFT the ωB97M-V functional and the def2-TZVPD basis
H -5.1205 -2.0526 1.2849
H -2.9145 0.5803 2.2651
C 3.4446 0.0854 -0.6822
H -0.5963 1.4841 2.1941
C -1.1639 1.3552 1.2837
C -3.6977 -2.4234 -0.1744
S -4.7878 0.0117 0.2333
C -3.7633 -3.9010 0.1337
C 1.4863 2.5931 -0.9672
H 1.1390 2.2591 0.9906
C 3.7420 -1.2389 -0.9528
H 4.8844 0.3427 2.3648
O 1.1728 2.5910 -2.1341
C 4.5668 -0.1104 1.4383
Cl 4.8136 -3.6447 -0.3716
H 5.4111 -2.0233 1.8853
H -3.5789 -4.0756 1.1910
C -1.3223 1.5420 -1.1221
H 3.4206 -1.6811 -1.8822
C -2.4462 0.8459 1.3310
C 2.8650 3.0875 -0.5346
C -0.5944 1.7046 0.0566
S 3.5320 2.3317 0.9782
C -3.1489 0.6865 0.1528
H 3.5742 2.9630 -1.3532
C 3.8592 0.6527 0.5136
N -4.5091 -1.6452 0.5962
H -4.7522 -4.2792 -0.1163
N 0.7035 2.2104 0.0739
O -2.9800 -1.9348 -1.0122
H 2.8914 0.6501 -1.4146
C -2.6041 1.0281 -1.0680
H -3.0187 -4.4234 -0.4597
H 2.7934 4.1521 -0.3006
O -5.4524 0.0988 -1.0257
O -5.4692 0.4813 1.4025
C 4.8612 -1.4314 1.1711
H -3.1899 0.8757 -1.9590
H -0.8783 1.8124 -2.0655
C 4.4470 -1.9922 -0.0289
```

These are the Mulliken partial charges, in e, on atoms 1 to 6:
1. H 0.256
2. H 0.426
3. C -0.193
4. H 0.360
5. C -0.842
6. C 0.771

---

This record from the OMol25 dataset describes a structure of composition C16H52AsF6N2O13. The level of theory is the ωB97M-V functional and the def2-TZVPD basis.

Properties
**Gap between HOMO and LUMO**: 9.47 eV
**Net charge**: -1
**LUMO energy**: 2.4 eV

```
90
C16H52AsF6N2O13, DFT the ωB97M-V functional and the def2-TZVPD basis
H 1.5511 2.1990 6.7622
C 2.6428 -0.2951 4.8290
C -4.0819 4.7233 -4.8508
H 0.7762 -2.9324 2.2335
H 3.4048 0.2357 -5.0030
C 0.4723 -0.8729 4.2082
O 1.2391 -3.7048 2.5607
H 0.5695 -0.9942 -5.1061
H 2.1355 1.7930 4.4390
As 0.0862 -0.0630 -0.0720
F -1.2359 0.9443 -0.6496
H -2.5475 2.9901 -2.2039
C 2.4657 0.0471 -5.5257
H 0.9329 -5.6833 3.1018
O 5.0030 0.7501 -0.8816
H -3.7525 4.4866 -0.1851
O -1.5040 0.2001 -3.3695
C 4.2131 0.5693 0.2760
O 2.7046 -3.1553 -1.0570
H 4.2990 -0.4564 0.6529
H -4.2033 3.5325 -2.3931
O 6.1114 0.8377 1.7470
H -1.4354 -0.7563 -3.4849
H -2.2486 2.0798 -4.3955
F 0.8529 1.1878 0.8286
H 3.1524 0.7919 0.1686
H -0.1490 -2.8917 -2.0654
H 5.0353 2.4039 0.9707
H 4.6934 1.1138 5.8914
H -2.0616 4.5390 -0.1914
O -2.8913 5.0628 -2.0232
H 4.2382 1.4101 2.2770
H -0.1263 -4.5132 3.7679
H -5.8507 -2.3635 3.2286
O -5.9830 -1.6078 2.6498
N 2.0377 1.3454 6.5167
H -1.3640 -5.7893 2.0423
O -0.0755 -5.4038 0.5426
H -3.8369 4.7250 -5.9101
C -3.0553 3.8517 -4.1252
H 2.1395 1.0503 -5.8395
H -1.6347 0.3203 -2.4159
O 2.7059 -0.8288 -6.6282
H 6.5497 0.6147 0.9160
C -3.1560 3.8104 -2.5960
O 1.8861 -1.3682 -3.6037
H 3.4560 -0.7737 5.3771
H 0.6964 -1.3892 3.2834
H 2.1395 -0.8431 -2.8375
H 0.7111 -2.6433 -3.2938
H 0.1163 0.1497 4.0180
C 2.6883 1.2222 5.2022
H -5.9665 -3.2347 1.3184
H 0.9738 0.3935 -4.0294
F 1.3838 -1.1712 0.4127
H -0.4785 -1.2800 4.5754
C 1.3704 -0.4506 -4.6049
C -6.0772 -2.1504 1.3210
H -3.1058 -1.3371 1.1068
H -7.0786 -1.9390 0.9373
C 0.3690 -4.7941 2.8204
O -3.7465 -1.9958 0.8286
C 4.0791 1.8167 5.3195
H 2.1189 -3.6810 -1.6176
H 4.0362 2.7524 5.8689
H -2.0725 4.2746 -4.3541
O 1.4478 -0.9598 5.2130
H 2.2967 -0.4155 -7.3924
O 0.0680 -3.2904 -2.9173
H -2.9416 6.1012 -0.3024
H -1.3015 -4.0955 1.6965
H -5.1724 -1.4224 -0.5947
H 4.6656 0.2499 -1.6268
C -5.0010 -1.4753 0.4914
H -5.0459 -0.3860 0.6432
H -3.8097 1.9390 -4.2142
F 1.0144 0.3663 -1.4879
N -3.1234 2.4956 -4.7249
C 4.8483 1.4051 1.3791
H -5.0981 4.3416 -4.7363
H 2.8129 -0.4216 3.7585
H 4.5365 1.9096 4.3332
C -2.9270 5.0644 -0.6267
C -0.6641 -4.9848 1.7724
H -0.7323 -5.3918 -0.1582
H -4.0295 5.7470 -4.4682
F -0.9460 -0.4200 1.2855
H 2.1344 -2.4558 -0.6994
F -0.6600 -1.4059 -0.8950
H 1.3095 0.6434 6.5852
```

These are the Mulliken partial charges, in e, on atoms 1 to 6:
1. H 0.236
2. C -0.581
3. C -1.499
4. H -0.043
5. H 0.208
6. C 0.023

---

This record from the OMol25 dataset describes an isolated molecule of C4H3NS. The level of theory is the ωB97M-V functional and the def2-TZVPD basis.

Properties
**Gap between HOMO and LUMO**: 8.35 eV
**ΔE to the lowest compared entry with this formula, charge and spin**: 82.8 kJ/mol
**Structure (SMILES)**: N#CCC=C=S
**LUMO energy**: -0.6 eV

```
9
C4H3NS, DFT the ωB97M-V functional and the def2-TZVPD basis
N -0.8257 -2.4518 0.1835
H -0.4210 0.0153 -1.4721
H -1.8128 0.6717 -0.0985
S 3.0320 0.5070 -0.1660
C 0.2596 0.6503 0.5308
C 1.5312 0.6899 0.1834
H -0.0227 1.1922 1.3221
C -0.9136 -1.3434 -0.1014
C -0.8271 0.0686 -0.3819
```

These are the Mulliken partial charges, in e, on atoms 1 to 6:
1. N -0.384
2. H 0.239
3. H 0.257
4. S -0.324
5. C -0.156
6. C -0.044

---

This record from the OMol25 dataset describes a cluster of 2 separate species, C4H10NO3 in total. The level of theory is the ωB97M-V functional and the def2-TZVPD basis.

Properties
**Gap between HOMO and LUMO**: 8.71 eV
**Net charge**: -1
**ΔE to the lowest compared entry with this formula, charge and spin**: 6.2 kJ/mol
**LUMO energy**: 4.1 eV

```
18
C4H10NO3, DFT the ωB97M-V functional and the def2-TZVPD basis
H 1.2702 1.5954 -1.1987
H -0.3595 -0.0216 -3.3738
C -0.9194 0.5327 -2.6151
O 0.0370 -1.5660 1.5073
H 1.5410 0.1361 -0.2584
H 0.3454 -0.5002 4.4057
N 0.5722 -1.1322 3.6566
H -1.9782 0.2627 -2.6759
H -0.4814 -0.8966 -1.1151
H 1.6868 0.0630 -2.0430
H 0.2693 -2.0596 3.9009
C 1.1426 0.5074 -1.2048
H -0.7642 0.5747 0.6637
H -0.8559 1.6043 -2.8237
O -1.0560 0.8651 -0.2560
C 0.0928 -0.6878 2.3942
C -0.3477 0.1871 -1.2489
O -0.1947 0.5355 2.2852
```

These are the Mulliken partial charges, in e, on atoms 1 to 6:
1. H 0.292
2. H 0.384
3. C -1.479
4. O -0.719
5. H 0.263
6. H 0.222

---

This record from the OMol25 dataset describes a structure of composition C6H14AuFO3. The level of theory is the ωB97M-V functional and the def2-TZVPD basis.

Properties
**2S+1**: 4
**Gap between HOMO and LUMO (alpha / beta)**: 8.92 / 6.92 eV
**Net charge**: +1
**LUMO energy (alpha / beta)**: -2.5 / -7.4 eV

```
25
C6H14AuFO3, DFT the ωB97M-V functional and the def2-TZVPD basis
H -1.9314 0.5647 -2.3265
O 1.1099 0.2961 1.1530
H 1.8778 1.3265 2.7827
H 0.0829 1.1161 2.6968
H 2.6558 -1.0643 1.4173
F -1.6321 -2.4609 -2.2840
H 3.1248 0.4887 0.6806
H 1.5713 -1.8525 -0.4934
H -2.7846 -0.5718 -1.2250
C 1.0556 0.6419 2.5237
C -2.4296 1.3431 0.3589
H 3.0218 -1.0765 -1.1668
O 1.2062 -0.0671 -1.4203
C 2.3360 -0.2830 0.7096
H -1.9550 2.0191 1.0796
H -3.0399 1.9201 -0.3518
O -1.3868 0.6603 -0.3246
H -3.0577 0.6146 0.8897
H -0.3459 -0.9254 -2.7403
C -0.7863 -1.1582 -1.7610
C 2.0582 -0.8715 -0.6655
Au 0.4546 1.3660 -0.3975
H 1.1347 -0.2646 3.1395
H -0.5239 -1.6618 -0.8201
C -1.8164 -0.0996 -1.4547
```

These are the Mulliken partial charges, in e, on atoms 1 to 6:
1. H 0.310
2. O -0.038
3. H 0.325
4. H 0.243
5. H 0.418
6. F -0.439

---

This record from the OMol25 dataset describes an isolated molecule of C10H11PS. The level of theory is the ωB97M-V functional and the def2-TZVPD basis.

Properties
**Gap between HOMO and LUMO (alpha / beta)**: 7.27 / 7.65 eV
**ΔE to the lowest compared entry with this formula, charge and spin**: 269.5 kJ/mol
**LUMO energy (alpha / beta)**: 0.1 / -0.4 eV

```
23
C10H11PS, DFT the ωB97M-V functional and the def2-TZVPD basis
H -4.1595 1.3507 0.1171
H -2.6241 1.4717 -1.7045
C 1.7689 -0.2317 -0.3363
H 4.7410 -1.7947 0.0125
H -5.0113 -1.0488 0.7786
C 3.4132 1.2692 0.5417
C -3.0419 -1.0885 1.4593
H -2.8016 -1.7378 2.2619
H 1.3875 1.8250 0.1393
C -3.9852 -0.6733 0.6844
S 0.1361 -0.6192 -0.9072
P -1.0634 0.8093 0.0202
C -3.8941 0.4086 -0.3701
C 2.7212 -1.2427 -0.3878
C 2.1203 1.0316 0.1138
H 3.6789 2.2488 0.9126
C -2.5475 0.5727 -1.0841
H 5.3718 0.4560 0.8370
C 4.3623 0.2598 0.5084
C 4.0127 -0.9962 0.0366
H 2.4293 -2.2145 -0.7518
H -4.6527 0.2172 -1.1339
H -2.3618 -0.2734 -1.7477
```

These are the Mulliken partial charges, in e, on atoms 1 to 6:
1. H 0.263
2. H 0.372
3. C 0.872
4. H 0.351
5. H 0.317
6. C -0.530

---

This record from the OMol25 dataset describes a cluster of 2 separate species, C4H4Br2O in total. The level of theory is the ωB97M-V functional and the def2-TZVPD basis.

Properties
**Gap between HOMO and LUMO (alpha / beta)**: 6.59 / 6.59 eV
**ΔE to the lowest compared entry with this formula, charge and spin**: 373.5 kJ/mol
**LUMO energy (alpha / beta)**: -1.9 / -1.9 eV

```
11
C4H4Br2O, DFT the ωB97M-V functional and the def2-TZVPD basis
C -0.8940 0.8298 -0.3089
H 0.4092 -1.2657 2.0068
Br -1.4428 -1.1355 -0.8492
H 1.5018 -2.6470 1.7141
H -1.9377 1.7621 -1.8985
H -1.0122 2.8370 -0.8968
C 1.4861 -0.8245 0.4076
C -1.3190 1.7681 -1.0802
O -0.1548 0.7520 0.6930
C 1.1802 -1.6464 1.3722
Br 2.1833 -0.4298 -1.1601
```

These are the Mulliken partial charges, in e, on atoms 1 to 6:
1. C 0.519
2. H 0.290
3. Br -0.329
4. H 0.291
5. H 0.338
6. H 0.228

---

no.,largest force on an atom (eV Å⁻¹)
1,5.01
2,1.21
3,2.05
4,4.02
5,0.73
6,6.40
7,1.54
8,4.30